Formula: C27H31Cl3N2O4
Source: the OMol25 dataset
Level of theory: ωB97M-V/def2-TZVPD

As for the total charge: 0. As for the SMILES: OCCN(CCO)c1ccc(C(c2ccc(Cl)cc2)c2ccc(N(CCO)CCO)cc2Cl)c(Cl)c1. The gap between HOMO and LUMO comes out at 8.1 eV. The largest force on an atom is 0.6 eV/Å. The energy relative to the best compared isomer or geometry (same formula, charge and spin) comes out at 10.6 kcal/mol. As for the spin multiplicity: 1.

Geometry as XYZ:
```
67
Properties=species:S:1:pos:R:3:forces:R:3:lowdin_charge:R:1
O 1.81973 3.07828 6.91394 0.48 0.10 0.27 -0.08
C 0.58946 2.68135 6.34850 -0.45 -0.39 -0.06 -0.23
C 0.61006 1.22774 5.83834 -0.12 0.44 0.11 -0.14
N 1.19632 1.08048 4.52765 0.17 0.04 0.28 -0.10
C 2.63244 1.21683 4.46319 0.25 -0.43 0.05 -0.14
C 3.38628 -0.01215 5.00330 0.07 0.28 -0.55 -0.23
O 3.46822 -0.03041 6.41082 0.06 0.06 0.56 -0.08
C 0.42966 0.92019 3.40091 -0.23 -0.08 -0.32 -0.22
C 0.94944 0.33628 2.23775 0.11 0.03 0.08 -0.01
C 0.16901 0.16927 1.11335 -0.18 0.10 0.06 -0.03
C -1.16343 0.55943 1.07804 -0.09 0.14 0.01 -0.26
C -2.04971 0.36461 -0.13169 0.03 -0.01 0.02 -0.25
C -3.08075 -0.70997 0.12533 -0.13 -0.05 0.01 -0.24
C -2.80301 -1.79876 0.94257 -0.06 0.11 -0.11 -0.03
C -3.75381 -2.77784 1.16713 -0.12 -0.09 -0.03 -0.09
C -4.99570 -2.66905 0.56438 0.16 0.11 -0.01 -0.68
Cl -6.19185 -3.88904 0.84308 -0.14 -0.14 0.04 0.66
C -5.29181 -1.59500 -0.25836 -0.04 -0.06 0.01 -0.10
C -4.33193 -0.62317 -0.47196 0.10 -0.09 0.06 -0.03
C -1.24773 0.09050 -1.38104 -0.08 0.15 -0.02 -0.23
C -1.16262 -1.16468 -1.96718 0.04 0.20 0.00 -0.01
C -0.41812 -1.39393 -3.10596 0.02 -0.10 -0.15 -0.01
C 0.28335 -0.35915 -3.73954 -0.11 0.02 0.37 -0.21
N 1.05006 -0.58745 -4.86178 0.15 -0.08 -0.33 -0.11
C 0.96171 -1.83863 -5.58691 0.30 -0.49 0.23 -0.15
C 1.96213 -2.87844 -5.04655 -0.51 0.05 -0.10 -0.24
O 3.28778 -2.41469 -5.11352 0.35 0.24 -0.03 -0.06
C 1.73613 0.48935 -5.53753 -0.21 0.45 -0.19 -0.16
C 0.80531 1.32146 -6.44299 -0.03 -0.40 0.25 -0.25
O 1.47890 2.39272 -7.05132 0.33 0.28 -0.18 -0.05
C 0.20344 0.90993 -3.15134 0.07 0.06 -0.06 -0.05
C -0.53593 1.11138 -2.00268 -0.04 -0.28 -0.08 -0.58
Cl -0.55722 2.70867 -1.32712 0.01 0.17 -0.02 0.75
C -1.67780 1.12605 2.23916 0.26 -0.12 -0.07 -0.58
Cl -3.33924 1.62265 2.28883 -0.13 0.14 0.07 0.75
C -0.91363 1.31708 3.37191 0.04 -0.02 0.10 -0.04
H 1.99026 2.52811 7.68732 -0.04 0.07 -0.06 0.09
H -0.21889 2.80068 7.08244 0.00 0.02 -0.08 0.12
H 0.41262 3.36818 5.51811 -0.09 -0.07 0.04 0.13
H 1.19557 0.61956 6.53826 -0.18 0.07 0.01 0.12
H -0.40348 0.82752 5.82010 0.02 -0.02 0.03 0.12
H 2.92743 1.40358 3.43099 0.01 0.02 0.03 0.12
H 2.92243 2.09296 5.05657 0.09 -0.08 -0.14 0.12
H 2.85781 -0.92714 4.72770 0.05 0.07 -0.09 0.13
H 4.39432 -0.04168 4.56694 -0.07 -0.04 -0.02 0.12
H 3.95226 0.75330 6.69677 -0.02 -0.09 -0.04 0.09
H 1.96871 -0.01562 2.21567 0.10 -0.04 0.02 0.10
H 0.60229 -0.29115 0.23758 0.05 -0.03 -0.08 0.12
H -2.58974 1.30645 -0.29453 0.03 -0.15 0.03 0.11
H -1.83450 -1.87974 1.41392 0.08 0.00 0.08 0.12
H -3.53481 -3.61855 1.80686 -0.01 -0.09 0.05 0.11
H -6.26350 -1.51925 -0.72075 -0.10 -0.02 -0.02 0.10
H -4.56164 0.21765 -1.11000 -0.02 0.12 -0.06 0.12
H -1.69193 -1.99062 -1.51662 -0.06 -0.07 0.02 0.12
H -0.39057 -2.39815 -3.49412 0.04 -0.09 -0.06 0.10
H 1.20084 -1.64854 -6.63520 -0.05 0.01 0.03 0.12
H -0.05161 -2.24596 -5.54550 -0.01 0.02 -0.06 0.12
H 1.92481 -3.77788 -5.66469 -0.07 0.01 0.07 0.12
H 1.70587 -3.14701 -4.01385 -0.04 -0.03 -0.10 0.11
H 3.36298 -1.64515 -4.53707 -0.02 -0.06 0.00 0.08
H 2.53282 0.05528 -6.15068 -0.04 0.04 0.10 0.12
H 2.21112 1.15074 -4.80831 0.04 -0.02 -0.09 0.12
H 0.00653 1.76924 -5.84851 0.01 -0.11 -0.04 0.12
H 0.34483 0.66579 -7.19668 -0.01 0.02 0.14 0.12
H 2.18381 2.04852 -7.61146 -0.07 0.04 0.02 0.09
H 0.70674 1.76129 -3.57525 0.07 0.09 -0.07 0.09
H -1.36849 1.79571 4.22327 -0.05 0.06 0.08 0.10
```
Positions in Å, forces in eV/Å.

---

Formula: C27H31ClLaN4O8
Source: the OMol25 dataset
Level of theory: ωB97M-V/def2-TZVPD

As for the total charge: -1. The gap between HOMO and LUMO (spin up / spin down) comes out at 4.1 / 4.6 eV. The largest force on an atom is 4.3 eV/Å. The energy relative to the best compared isomer or geometry (same formula, charge and spin) comes out at 46.6 kcal/mol. As for the spin multiplicity: 1.

Geometry as XYZ:
```
72
Properties=species:S:1:pos:R:3:forces:R:3:lowdin_charge:R:1
La 0.08027 -0.18754 0.04181 0.17 0.14 0.62 1.82
Cl -0.49424 1.88634 -1.63537 -0.32 0.40 -0.10 -0.16
N -1.48820 -1.32016 -1.13587 -1.30 -3.61 -1.96 -0.11
N 1.44072 1.33480 1.12822 3.40 1.70 0.88 -0.09
C -1.19412 -2.50454 -1.67068 -1.09 3.49 1.89 -0.32
C 2.75173 1.45365 0.96554 -3.97 -0.03 0.25 -0.32
C -2.92538 -1.21888 -0.81636 0.36 0.20 -0.37 -0.54
C -3.38117 -2.65394 -1.06571 0.65 -0.94 0.00 0.00
C -3.46147 -0.18360 -1.78730 -0.28 0.25 -0.40 -0.05
C -3.21947 -0.74831 0.61210 -0.15 -0.17 0.44 -0.03
H -2.87862 -0.20613 -2.71098 -0.28 -0.09 -0.07 0.08
H -3.32133 0.82629 -1.38257 -0.14 -0.24 -0.09 0.07
H -4.51818 -0.37725 -1.98813 -0.01 0.23 -0.04 0.09
H -3.01504 -1.52180 1.35212 0.10 0.07 0.00 0.08
H -4.27580 -0.47341 0.72111 0.10 -0.12 -0.24 0.10
H -2.67062 0.15737 0.92450 -0.07 -0.29 -0.34 0.07
C 0.94503 2.27328 2.16018 -0.08 -0.56 0.01 -0.55
C 2.15585 3.18091 2.32777 0.84 0.05 -0.83 0.00
C 0.60664 1.46221 3.40133 0.00 -0.20 0.39 -0.02
C -0.31252 3.00233 1.69580 -0.09 0.43 -0.24 -0.06
H -0.18165 3.44396 0.70847 0.10 0.12 0.03 0.04
H -0.58042 3.77913 2.42046 0.07 -0.07 -0.07 0.10
H -1.19792 2.35566 1.61003 0.35 -0.12 0.18 0.07
H 1.45797 0.83564 3.67531 0.03 0.08 0.21 0.10
H -0.22696 0.77322 3.21856 0.24 0.25 0.00 0.05
H 0.32283 2.10763 4.23981 0.13 -0.04 -0.09 0.10
O 3.29280 2.44157 1.65028 0.06 0.53 0.58 0.04
H 2.46460 3.37687 3.35581 -0.01 -0.06 -0.20 0.13
H 2.03422 4.10704 1.74598 0.18 -0.20 0.31 0.14
O -2.22234 -3.32132 -1.76577 -0.61 -0.18 -0.10 0.05
H -4.26930 -2.76392 -1.69424 0.29 -0.06 0.06 0.13
H -3.47364 -3.21716 -0.12449 -0.15 0.18 -0.36 0.14
C 0.22616 -2.83000 -2.02700 0.31 -0.43 -0.40 -0.05
C 3.48885 0.51307 0.05412 0.67 -0.04 -0.16 -0.05
C 2.74054 0.00128 -1.17446 0.31 1.46 -0.80 -0.28
H 3.74253 -0.36609 0.66086 0.20 0.12 0.08 0.13
H 4.42574 1.00680 -0.22881 -0.08 -0.20 0.05 0.12
C 2.03935 -1.23776 -1.14147 0.32 -1.46 1.66 -0.26
C 1.16609 -1.63489 -2.19162 -0.66 0.36 -1.65 -0.28
H 2.07733 -1.84806 -0.22292 0.44 -0.17 -0.48 0.10
C 1.17661 -0.88161 -3.37879 -0.51 -1.32 1.29 -0.26
C 1.99323 0.24205 -3.45885 0.38 0.93 -1.41 -0.08
C 0.30004 -1.26745 -4.53172 -0.17 0.25 -0.39 -0.04
C 2.72620 0.72589 -2.38023 0.19 -0.36 1.46 -0.27
H 1.99855 0.81901 -4.39824 -0.02 -0.29 0.54 0.11
C 3.45646 2.03074 -2.48729 -0.02 0.36 -0.33 -0.04
H 3.43656 2.39486 -3.52170 0.01 -0.09 0.21 0.08
H 4.50494 1.95396 -2.18382 -0.07 -0.05 0.00 0.08
H 2.98837 2.80803 -1.86935 0.00 -0.16 -0.03 0.09
H 0.38940 -2.32559 -4.79571 0.03 0.06 0.06 0.08
H 0.55976 -0.67914 -5.42016 -0.03 -0.13 0.18 0.08
H -0.76083 -1.06944 -4.32612 0.14 -0.02 0.08 0.08
H 0.19423 -3.43812 -2.93872 0.13 -0.03 0.17 0.13
H 0.62000 -3.46063 -1.21880 -0.20 -0.15 -0.07 0.14
O -0.21591 -3.23237 1.72331 -0.26 0.83 0.36 0.00
C -0.65564 -2.33514 2.46601 -0.19 0.34 -0.20 -0.59
O -0.63577 -1.06444 2.16386 0.28 -0.68 -0.24 -0.30
C -1.31454 -2.61803 3.79293 -0.42 -0.28 0.96 -0.14
C -1.37131 -3.92831 4.28824 0.21 -0.19 -0.35 0.02
C -1.97701 -4.18587 5.53898 -0.16 1.28 -0.14 -0.16
C -2.53098 -3.15876 6.30880 0.37 -0.61 -0.52 0.08
C -2.47330 -1.85301 5.80114 -0.70 0.90 1.03 -0.15
C -1.87904 -1.58579 4.55503 0.52 0.38 -1.06 0.03
N -3.03153 -0.76978 6.56668 0.78 -1.49 -1.07 -0.43
O -3.55731 -1.02425 7.66906 -0.24 -0.08 0.50 -0.07
O -2.96236 0.38519 6.08836 0.03 0.36 -0.17 -0.08
N -2.03379 -5.53408 6.03322 -0.12 -1.40 0.60 -0.34
O -1.54077 -6.44793 5.33674 -0.73 1.28 1.05 0.02
O -2.57870 -5.73244 7.13851 0.75 0.00 -1.43 0.02
H -0.95025 -4.73434 3.70561 -0.02 0.00 0.08 0.11
H -2.99113 -3.36489 7.26262 0.01 0.08 -0.03 0.12
H -1.86356 -0.55430 4.19168 -0.02 -0.53 0.24 0.10
```
Positions in Å, forces in eV/Å.